# 1
Molecular formula: C13H19NO3
Method: DFT, the ωB97M-V functional and the def2-TZVPD basis

Structure (XYZ):
```
36
Properties=species:S:1:pos:R:3:forces:R:3:lowdin_charge:R:1
O 1.90561 2.90066 -1.22271 0.25 -0.03 -0.04 0.134
O 1.64200 5.10370 -1.17593 -0.08 -0.38 -0.01 0.109
O -0.18144 -0.83783 -1.84020 0.05 -0.28 -0.27 0.070
N -1.15380 -0.26518 0.11560 -0.18 -0.04 0.25 0.074
C -2.30346 2.28912 -1.03654 -0.05 0.13 -0.03 -0.025
C 0.71666 -3.33850 0.54937 -0.05 0.05 0.28 -0.069
C 2.48416 0.61593 -1.26511 0.01 0.13 -0.04 0.025
C -1.72932 -1.56121 0.38982 -0.21 -0.30 0.14 -0.169
C 1.41846 1.65774 -1.18252 -0.59 -0.69 0.12 -0.218
C -0.82439 2.51663 -1.05285 0.28 0.48 0.03 -0.196
C 0.08543 1.40570 -1.05223 0.55 0.10 -0.20 -0.048
C 1.10159 4.02700 -1.16418 -0.06 0.70 0.07 -0.441
C -0.31380 3.77263 -1.10818 -0.24 -0.33 0.00 0.052
C -0.41914 -0.00693 -0.98591 0.18 0.46 0.11 -0.478
C -1.23942 -2.18762 1.69672 0.17 0.00 -0.17 -0.163
C 0.25466 -2.54548 1.76931 -0.05 0.10 -0.05 -0.419
C 1.14137 -1.31776 1.97344 -0.04 -0.25 0.06 -0.071
H 2.16542 -1.63009 2.16637 0.14 0.02 0.02 0.080
H 2.90582 0.43090 -0.27698 0.04 0.02 0.07 0.093
H -1.81849 -3.10244 1.84042 -0.08 0.01 0.05 0.114
H 2.08022 -0.30977 -1.66241 0.01 0.00 0.02 0.081
H 1.73437 -3.69135 0.69925 0.11 -0.07 -0.02 0.079
H 1.14176 -0.68743 1.08946 0.06 0.10 -0.04 0.049
H -0.94947 4.64336 -1.12726 -0.04 0.08 -0.03 0.127
H -2.82025 -1.45767 0.44318 0.09 -0.09 -0.08 0.122
H 0.80149 -0.73034 2.82447 0.00 0.13 0.08 0.078
H -1.48013 -1.51575 2.52538 -0.08 -0.03 0.09 0.110
H -2.66355 2.16552 -0.01522 -0.07 -0.06 0.03 0.088
H -1.48488 -2.19648 -0.46212 -0.10 0.05 0.06 0.116
H 0.37163 -3.18388 2.65396 -0.02 0.05 -0.06 0.129
H 0.70223 -2.72312 -0.34638 -0.01 0.05 -0.16 0.063
H -2.81659 3.14490 -1.46764 -0.04 0.03 0.00 0.087
H 3.28460 0.97788 -1.90546 0.05 0.00 -0.04 0.097
H -1.25354 0.44471 0.82353 0.13 0.04 -0.12 0.149
H -2.56227 1.39561 -1.59974 -0.10 -0.03 -0.01 0.090
H 0.07647 -4.20316 0.38928 -0.05 -0.14 -0.10 0.082
```
Positions in Å, forces in eV/Å.

Calculated values
2S+1   1
SMILES   Cc1cc(=O)oc(C)c1C(=O)NCCC(C)C
ΔE to the lowest compared entry with this formula, charge and spin   2.3 kcal/mol

---

# 2
Molecular formula: C11H14N2
Method: DFT, the ωB97M-V functional and the def2-TZVPD basis

Structure (XYZ):
```
27
Properties=species:S:1:pos:R:3:forces:R:3:lowdin_charge:R:1
N 1.09190 1.94676 2.18245 -0.42 0.35 -0.97 0.016
N 1.86395 -3.00250 1.67593 -1.61 0.90 -0.51 0.160
C 0.94872 -2.33466 1.40397 2.11 -0.47 0.51 -0.193
C 0.21878 0.13875 -0.94528 1.66 2.38 -0.03 -0.508
C 0.46321 0.82432 0.39441 0.39 1.27 0.10 -0.154
C -1.37772 -2.05414 1.72970 -2.32 1.80 -0.71 -0.030
C -0.24936 -1.23721 -0.53793 0.65 -1.23 1.18 -0.029
C 0.59186 0.78432 2.62978 0.05 -1.32 0.06 -0.061
C -0.74706 0.95248 -1.86215 -2.46 -0.98 0.68 -0.050
C -0.14252 -1.38915 1.11274 -0.21 0.24 -1.37 -0.352
C 0.26962 0.02123 1.53926 -0.87 -0.05 -1.42 -0.125
C 0.99696 2.06171 0.80925 0.22 -1.47 -0.36 -0.027
C 1.59073 0.22839 -1.65244 1.39 -2.34 -0.91 -0.066
H -1.15678 -3.06007 1.90238 -0.13 -1.70 0.12 0.053
H -1.30276 -1.26185 -0.82060 0.09 -0.82 0.08 0.104
H 0.53744 0.53308 3.66048 0.13 0.05 0.61 0.116
H 0.40257 -2.07756 -0.93726 -1.23 1.02 -0.04 0.141
H 1.87761 1.25914 -1.83714 -0.07 0.09 -0.08 0.070
H 1.44677 2.64362 2.77349 0.37 0.93 0.70 0.132
H -2.41076 -1.93361 1.20858 2.07 -0.21 0.23 0.121
H 2.44390 -0.26334 -1.09987 -1.00 0.64 0.06 0.101
H -1.59191 -1.60372 2.67562 0.15 0.24 0.89 0.069
H 1.66133 -0.36209 -2.62802 -0.60 0.96 0.87 0.098
H 1.56372 2.83738 0.27190 -0.76 -0.38 0.37 0.123
H -0.50501 2.04457 -1.87380 -0.16 -1.03 -0.07 0.085
H -0.74533 0.50539 -2.88947 0.13 0.60 0.72 0.084
H -1.87898 0.80957 -1.48006 2.45 0.56 -0.72 0.121
```
Positions in Å, forces in eV/Å.

Calculated values
2S+1   1
SMILES   CC1(C)C[C@@](C)(C#N)c2c[nH]cc21
ΔE to the lowest compared entry with this formula, charge and spin   36.4 kcal/mol

---

# 3
Molecular formula: C40H69Br2F3N11O8P2
Method: DFT, the ωB97M-V functional and the def2-TZVPD basis

Structure (XYZ):
```
135
Properties=species:S:1:pos:R:3:forces:R:3:lowdin_charge:R:1
Br 4.42303 -1.81277 3.69498 0.31 2.18 -0.06 0.775
Br 3.94494 2.07174 5.86328 -0.84 -0.65 -1.30 0.771
P -0.83348 -1.18302 -3.43641 3.00 -6.43 -6.00 0.528
P -0.87595 0.88017 -2.81687 -0.46 0.95 -1.97 0.970
F 5.79739 0.41424 4.76280 -2.84 -0.65 -3.61 -0.163
F 2.39687 0.03949 4.67844 2.39 2.83 -1.53 -0.149
F 5.30760 0.54006 2.42889 -1.88 -0.26 3.50 -0.067
O -4.13703 -4.85664 0.95889 1.25 -1.50 1.34 -0.163
O -2.40285 -1.85138 -3.93720 2.65 1.73 0.90 -0.259
O 0.02563 -1.20956 -4.80604 -3.05 1.32 4.73 -0.440
O -1.35629 0.97242 2.20167 1.97 -0.21 -1.14 -0.086
O -0.10425 -2.35535 -2.41396 -1.95 1.85 -1.31 -0.245
O 4.87564 2.32785 -2.00347 -1.18 0.40 -2.68 -0.117
O 5.38359 3.62550 -4.09017 -2.04 -7.28 4.95 0.003
O 2.05760 -0.42666 1.72729 -0.64 1.22 -0.41 -0.116
N -1.22110 4.46117 0.58433 -9.68 1.79 0.15 0.095
N -0.87241 1.20258 -1.06785 0.47 1.70 0.17 -0.265
N -2.73857 0.34287 0.19133 0.34 -0.60 -1.45 -0.024
N -6.26154 5.68953 -1.17173 3.55 7.93 -5.19 0.099
N -4.27686 -4.19653 5.40447 9.53 -1.22 2.96 0.086
N 8.78555 -1.43045 -4.69891 -1.59 7.24 6.89 0.088
N 0.10910 -5.34767 2.23925 2.91 -9.53 -1.55 0.110
N -4.76496 2.57628 3.93040 -1.50 7.27 6.78 0.100
N -0.10270 -4.93790 -4.82609 -3.51 3.37 -8.78 0.096
N -1.75632 -1.15096 5.66847 -1.86 9.91 0.78 0.127
N 5.26494 -3.59977 -3.06725 -3.56 3.28 -8.85 0.090
C 2.79617 2.11840 3.10252 -0.16 1.23 0.77 -0.162
C 1.98301 -0.23612 -1.11072 -0.55 -0.87 0.44 -0.169
C -0.46873 0.10821 1.34757 0.29 0.52 1.02 -0.226
C 4.29915 -2.71393 -5.52004 0.42 -0.42 1.09 -0.071
C 1.11187 0.67995 1.34520 2.40 -0.40 0.01 -0.248
C 1.63686 1.07975 -0.17442 -0.33 0.88 -1.40 -0.267
C 2.93174 2.05963 -0.25624 0.69 1.46 1.23 -0.104
C -2.77780 -4.55153 1.51025 0.26 0.11 -0.50 -0.245
C 4.71268 0.20700 3.73401 2.80 -1.02 0.70 -0.606
C -1.99581 0.08309 5.76672 1.60 -8.15 -0.67 -0.161
C 0.87324 -7.98443 1.79513 -0.35 1.17 0.19 -0.068
C -5.18298 4.56158 5.83237 0.18 -0.90 -0.83 -0.068
C -4.95447 3.47645 4.79277 1.16 -5.85 -5.71 -0.196
C -2.45748 4.70759 0.60693 7.79 -1.66 -0.03 -0.154
C 3.51732 -0.77680 -1.08826 0.58 -1.11 -0.59 -0.089
C 4.82705 -3.19814 -4.17939 2.89 -2.63 7.33 -0.208
C 0.45558 -6.54321 2.03791 -2.22 7.87 1.35 -0.174
C -4.29840 1.36082 -3.34828 0.86 1.42 -0.51 -0.166
C -3.62807 0.06767 -0.99428 -1.51 0.11 -0.56 -0.207
C -2.28450 1.57074 5.88523 0.36 -1.23 -0.16 -0.081
C -1.79723 -2.12087 2.40313 -0.52 -0.39 -0.20 -0.182
C -5.80285 6.67733 -1.80714 -3.13 -6.40 4.05 -0.180
C 3.42217 2.51462 -1.74365 -1.25 1.13 -1.06 -0.162
C 8.36752 0.55485 -2.79695 0.24 -0.92 -0.83 -0.068
C 4.85991 1.09397 -4.36215 -0.32 0.75 1.30 -0.022
C -3.94795 5.00465 0.63423 1.43 -0.27 -0.01 -0.080
C -0.54058 -4.53628 -5.93822 2.91 -2.60 7.36 -0.193
C -4.24809 1.44667 -1.70523 -1.14 -0.53 -0.28 -0.221
C 3.39537 1.04689 4.18527 -0.83 -0.63 0.64 -0.602
C -0.35180 -1.37213 2.06070 -1.53 -1.55 0.93 -0.082
C 5.07290 2.48115 -3.45816 1.25 4.21 -3.87 -0.305
C -1.06848 -4.05207 -7.27887 0.45 -0.40 1.09 -0.070
C 0.38768 1.99949 -0.74553 1.84 1.36 2.40 -0.137
C -2.37461 -3.00865 1.13123 -1.14 0.52 -0.45 -0.172
C 8.59603 -0.53028 -3.83655 1.24 -5.96 -5.71 -0.209
C 1.31346 1.80436 2.50126 -0.73 1.17 1.18 -0.093
C -1.23865 0.11906 -0.11267 -2.24 -3.19 2.76 -0.211
C -3.08310 -4.34610 5.78189 -7.80 1.03 -2.49 -0.232
C -1.64399 -4.52641 6.23681 -1.13 0.12 -0.40 -0.095
C -5.24991 7.86816 -2.57307 -0.46 -0.96 0.61 -0.064
H 1.74977 -0.06021 -2.26894 0.22 -0.37 2.77 0.083
H 8.24354 0.10396 -1.80849 0.03 -0.03 -0.21 0.082
H -4.32677 5.24136 5.85598 -0.09 -0.18 -0.09 0.078
H 0.20573 -2.18271 1.38265 -0.82 2.23 1.50 0.140
H 3.48311 -1.96807 -1.03310 0.13 2.68 -0.11 0.106
H 4.20080 -0.41409 -0.22190 -1.38 -0.57 -1.44 0.075
H -2.41770 -1.85449 -4.93832 0.47 0.22 1.49 0.081
H 2.81892 1.98550 -2.62618 1.14 0.81 2.02 0.113
H -3.38194 -2.48733 0.75922 1.98 -1.27 0.70 0.107
H -5.38309 1.55413 -1.35369 2.62 -0.21 -0.51 0.122
H 7.46739 1.12430 -3.04410 0.20 -0.13 -0.03 0.040
H 0.67306 2.74013 -1.60276 -0.74 -1.62 1.35 0.134
H 0.44280 1.36904 -3.26720 -0.94 -1.14 0.81 -0.006
H -1.38870 1.90350 1.83318 0.06 -1.55 0.44 0.090
H -4.30140 5.23125 -0.37546 0.24 -0.14 0.29 0.013
H 0.71526 1.55360 3.50833 1.02 0.10 -2.64 0.149
H -3.97793 0.31655 -3.77906 -0.95 1.95 0.98 0.057
H -2.82186 -4.66820 2.67333 0.32 0.13 -2.17 0.104
H 0.02815 -3.23891 -2.86985 -0.43 1.20 0.08 0.077
H -1.58407 -4.44342 7.32551 -0.13 0.02 -0.19 0.076
H -3.07582 1.73952 6.62071 0.12 -0.17 -0.12 0.073
H 3.67870 0.93589 -4.39750 2.60 0.11 0.00 0.095
H 2.63451 3.06407 0.31797 0.70 -2.06 -1.25 0.139
H 5.36888 0.23601 -3.74363 -1.10 1.50 -1.43 0.072
H -6.03550 8.61442 -2.71982 0.06 -0.21 0.09 0.083
H 1.32300 -8.39981 2.70117 -0.10 0.18 -0.11 0.079
H 9.22373 1.23462 -2.77333 -0.12 -0.17 -0.09 0.082
H -6.08312 5.13103 5.58521 0.13 -0.18 -0.04 0.080
H -4.59991 -0.51947 -0.62258 2.35 1.12 -0.75 0.152
H -3.09839 -0.64554 -1.74776 -0.98 1.23 0.89 0.080
H 3.89634 1.66918 0.32464 -2.24 0.55 -1.34 0.127
H -3.71254 2.42529 -1.33969 -0.80 -1.90 -0.67 0.083
H -0.69920 -3.04318 -7.48258 0.04 -0.16 0.18 0.075
H -2.61098 -1.33857 2.75883 1.72 -1.57 -0.70 0.111
H -4.49392 4.13783 1.01652 0.20 0.04 -0.03 0.077
H 3.22495 3.67923 -1.90217 0.33 -2.46 0.50 0.155
H 4.66843 -1.70505 -5.72375 0.03 -0.19 0.12 0.058
H -3.10487 -0.32931 0.88893 1.21 0.75 -0.06 0.089
H -1.65304 -2.99608 0.18736 -1.27 -0.11 2.06 0.104
H 1.31539 -1.11504 -0.65547 1.33 1.90 -1.41 0.116
H -5.32438 1.75969 -3.81031 2.22 -1.22 1.19 0.093
H -0.73275 -4.72169 -8.07552 -0.02 0.04 0.22 0.081
H 0.86928 2.86665 2.18034 0.99 -2.25 0.51 0.128
H -5.30697 4.11069 6.82082 0.02 -0.03 -0.22 0.081
H 0.07499 2.69970 0.17076 0.70 -1.43 -2.15 0.094
H 5.29431 1.20423 -5.44810 -0.85 -0.01 2.42 0.112
H -1.98434 -5.26520 0.98679 -1.76 1.45 1.46 0.098
H -1.69738 -2.89455 3.30671 0.20 1.96 -1.94 0.096
H -2.60701 1.96604 4.91802 0.05 -0.28 0.15 0.028
H 2.62617 3.11138 3.75479 0.34 -2.35 -1.49 0.111
H -1.18666 -0.97990 -0.51099 0.64 2.22 -0.10 0.133
H -1.61748 1.96318 -0.96635 0.52 -1.38 0.11 0.128
H -1.27790 -5.51124 5.93401 -0.19 0.12 0.01 0.070
H 3.20593 -2.69700 -5.50614 0.15 -0.04 0.13 0.068
H 0.13064 -1.30476 3.15321 -0.60 0.34 -2.84 0.145
H 4.09104 -0.52609 -2.09900 -1.33 -0.41 2.24 0.069
H -1.38298 2.10122 6.20394 -0.05 -0.23 0.00 0.077
H 4.63488 -3.38356 -6.31668 0.02 0.07 0.22 0.080
H 3.00234 -0.15645 1.56484 -1.49 -0.07 -0.01 0.061
H 1.60350 -8.02909 0.98246 -0.14 0.14 0.13 0.080
H -2.16170 -4.03513 -7.26498 0.18 -0.09 0.10 0.078
H -4.87976 7.54394 -3.54961 -0.11 -0.06 0.20 0.080
H -3.47766 2.13184 -3.74496 -1.79 -1.72 0.66 0.050
H -1.01125 -3.75706 5.78575 -0.26 -0.04 0.05 0.043
H -4.42748 8.32212 -2.01339 -0.16 -0.15 0.00 0.079
H 3.62292 2.43342 2.34676 -1.45 -0.97 1.32 0.112
H 0.00067 -8.58469 1.52326 0.08 0.20 0.06 0.079
H -4.14510 5.86360 1.28158 0.17 -0.13 -0.09 0.086
H -4.37940 -5.79260 1.28996 0.66 2.33 -0.75 0.114
```
Positions in Å, forces in eV/Å.

Calculated values
2S+1   1
Total charge   +1

---

Values of electronic energy, in order: -21422.590, -14612.844, -242157.755, all in eV.
Values of max |F|, in order: 0.9, 3.0, 10.1, all in eV/A.
Values of Kohn-Sham gap, in order: 0.3368, 0.3369, 0.2964, all in Ha.